Formula: C4H8O3
Source: the Open Molecules 2025 dataset
Level of theory: wB97M-V/def2-TZVPD

Each line ends with the natural charge from an NBO analysis.
Cartesian coordinates (Å):
C: 0.63957 -0.62978 1.94801  -0.64
C: 0.58466 0.53212 1.00026  -0.27
O: 0.72696 -1.05660 -2.00542  -0.67
C: -0.53684 1.00082 0.45871  0.11
O: -0.54176 2.07827 -0.37872  -0.70
C: -0.56867 -0.80856 -1.83187  0.66
O: -1.15738 0.13016 -2.32097  -0.63
H: 1.48703 -1.28025 1.70256  0.22
H: 0.76853 -0.31058 2.98982  0.22
H: -0.27330 -1.23530 1.89549  0.21
H: 1.51735 1.02828 0.73721  0.21
H: 1.09775 -0.31432 -2.51501  0.50
H: -1.51134 0.56277 0.69242  0.16
H: -1.13475 1.87795 -1.12044  0.50
H: -1.03552 -1.59026 -1.21736  0.13

Values from the calculation:
ΔE to the lowest compared entry with this formula, charge and spin = 1.475 eV



Formula: C4H9NO
Source: the Open Molecules 2025 dataset
Level of theory: wB97M-V/def2-TZVPD

Each line ends with the natural charge from an NBO analysis.
Cartesian coordinates (Å):
C: -1.66262 -0.37529 1.31898  -0.64
C: -0.60972 0.34400 0.52323  -0.40
C: 2.01116 1.10216 -0.49111  -0.25
C: 0.01700 -0.21504 -0.52120  0.49
O: 1.06610 0.32577 -1.20768  -0.52
N: -0.32775 -1.44265 -1.07048  -0.84
H: -1.42592 -1.44411 1.40098  0.21
H: -2.67142 -0.28979 0.88807  0.20
H: -1.71517 0.02957 2.33498  0.22
H: -0.35674 1.36272 0.79716  0.20
H: 2.29384 1.94721 -1.12228  0.19
H: 1.60779 1.47421 0.45009  0.19
H: 2.89680 0.49318 -0.27667  0.18
H: -1.31471 -1.62454 -1.13093  0.38
H: 0.19135 -1.68741 -1.89313  0.39

Values from the calculation:
ΔE to the lowest compared entry with this formula, charge and spin = 1.675 eV



Formula: C2H3F3S
Source: the Open Molecules 2025 dataset
Level of theory: wB97M-V/def2-TZVPD

Each line ends with the natural charge from an NBO analysis.
Cartesian coordinates (Å):
C: -1.33118 0.07086 -0.04451  -0.72
C: 1.29430 -0.01985 0.06376  0.85
F: 2.55302 0.32452 -0.01276  -0.30
F: 1.14011 -0.79490 1.15324  -0.33
F: 1.04689 -0.75984 -1.02613  -0.34
S: 0.01978 1.30467 0.12303  0.16
H: -2.10528 0.91976 -0.21940  0.23
H: -1.62474 -0.52005 0.81056  0.23
H: -0.99291 -0.52518 -0.84778  0.24

Values from the calculation:
ΔE to the lowest compared entry with this formula, charge and spin = 0.898 eV



Formula: C55H53FIN9O2S2
Source: the Open Molecules 2025 dataset
Level of theory: wB97M-V/def2-TZVPD

Each line ends with the Löwdin charge.
Cartesian coordinates (Å):
C: 4.35217 1.26732 5.66872  -0.15
C: 3.10932 1.57359 4.72623  -0.29
C: 2.78768 0.43508 3.66985  -0.65
I: 4.61802 -0.20911 2.63760  0.85
C: 2.02704 -0.81556 4.28844  -0.22
C: 2.83004 -1.85880 4.91694  -0.06
C: 2.18272 -3.06108 5.48357  -0.03
C: 0.73903 -3.15551 5.38217  -0.17
S: -0.04512 -4.65877 6.08739  0.75
O: -1.01754 -4.29535 7.10537  -0.28
O: -0.71454 -5.41440 5.03627  -0.30
F: 1.14158 -5.57485 6.79164  -0.21
C: -0.13167 -2.13651 4.75003  -0.20
C: 0.53443 -0.95887 4.20247  -0.32
S: -0.51187 0.31587 3.40728  1.00
C: -2.13044 0.04127 4.21605  -0.39
C: -3.12833 1.12930 4.29356  -0.09
C: -4.44333 0.90310 4.90758  -0.06
C: -4.74873 -0.43339 5.47361  -0.07
C: -3.73970 -1.47249 5.38042  -0.01
C: -2.41400 -1.27891 4.75528  -0.22
N: -1.54684 -2.44612 4.71038  0.04
H: 4.54666 0.15976 5.62535  0.03
H: 4.08538 1.48598 6.74217  0.08
H: 5.23143 1.86571 5.31972  0.07
H: 2.19182 1.87869 5.30884  0.11
H: 3.39157 2.48916 4.12668  0.10
H: 2.13592 0.89892 2.87515  0.06
H: 3.94221 -1.84098 4.99089  0.07
H: 2.74735 -3.89618 5.95052  0.11
H: -2.94034 2.15159 3.88772  0.09
H: -5.22861 1.69809 4.95105  0.10
H: -5.72616 -0.69697 5.93506  0.07
H: -3.97954 -2.48719 5.79355  0.10
H: -1.70599 -2.86808 3.78437  0.15
N: -1.21238 3.33053 0.99434  0.07
C: -1.64516 4.04624 -0.05070  -0.15
C: -2.75324 3.70599 -0.81029  -0.07
C: -3.45153 2.55769 -0.47213  -0.08
C: -3.02304 1.79839 0.60430  -0.06
C: -1.90456 2.22826 1.30080  -0.19
H: -1.06375 4.93356 -0.27731  0.11
H: -3.06132 4.32274 -1.64445  0.10
H: -4.32283 2.25770 -1.04303  0.11
H: -3.54342 0.89521 0.89738  0.11
H: -1.52909 1.67009 2.15549  -0.04
N: -2.17631 1.85369 -4.88833  0.03
C: -1.92984 1.07700 -3.82684  -0.15
C: -2.68520 -0.03632 -3.49425  -0.07
C: -3.76100 -0.36472 -4.30354  -0.08
C: -4.03812 0.42534 -5.40812  -0.07
C: -3.21917 1.51541 -5.65542  -0.15
H: -1.07990 1.37636 -3.22234  0.11
H: -2.43784 -0.63037 -2.62404  0.10
H: -4.37682 -1.22714 -4.07629  0.11
H: -4.87006 0.20050 -6.06280  0.10
H: -3.39373 2.16170 -6.50983  0.11
N: -6.28229 -2.84688 7.04776  0.05
C: -6.03124 -3.61403 8.11470  -0.14
C: -6.78539 -4.72368 8.46109  -0.07
C: -7.86519 -5.05841 7.65992  -0.08
C: -8.14716 -4.27830 6.54974  -0.07
C: -7.32889 -3.19139 6.28865  -0.15
H: -5.17831 -3.31045 8.71245  0.11
H: -6.53393 -5.30980 9.33517  0.10
H: -8.48039 -5.91828 7.89780  0.11
H: -8.98224 -4.50856 5.90114  0.10
H: -7.50732 -2.55302 5.42879  0.10
N: 1.59234 1.80826 -6.39478  0.07
C: 0.32890 1.51189 -6.72792  -0.14
C: -0.02903 0.89869 -7.91983  -0.07
C: 0.97483 0.57710 -8.82059  -0.10
C: 2.28960 0.87599 -8.49876  -0.11
C: 2.54292 1.48638 -7.27977  -0.17
H: -0.42372 1.78556 -5.99205  0.06
H: -1.06716 0.67938 -8.13647  0.10
H: 0.73551 0.09818 -9.76367  0.11
H: 3.09968 0.63999 -9.17740  0.08
H: 3.55655 1.73640 -6.98185  0.11
N: 5.08387 -0.84743 -9.17462  0.05
C: 6.33736 -0.87222 -9.64069  -0.15
C: 7.44159 -1.19062 -8.86646  -0.08
C: 7.23861 -1.49788 -7.53038  -0.08
C: 5.94906 -1.47729 -7.02336  -0.07
C: 4.91249 -1.14921 -7.88274  -0.16
H: 6.44583 -0.62153 -10.69062  0.10
H: 8.43399 -1.19732 -9.29796  0.10
H: 8.07640 -1.75090 -6.89113  0.11
H: 5.75180 -1.71094 -5.98530  0.10
H: 3.88565 -1.12304 -7.53392  0.10
N: 1.09888 4.78653 4.81781  0.06
C: 1.46051 5.55558 5.85059  -0.15
C: 0.55691 6.19435 6.68584  -0.08
C: -0.79781 6.02563 6.43672  -0.08
C: -1.19131 5.23010 5.37194  -0.07
C: -0.20309 4.63936 4.60052  -0.16
H: 2.53018 5.65480 6.00371  0.10
H: 0.90325 6.80496 7.50954  0.10
H: -1.53704 6.50685 7.06655  0.10
H: -2.23796 5.07210 5.14605  0.10
H: -0.45117 4.00483 3.75451  0.09
N: 2.84688 5.06600 -10.52305  0.06
C: 2.42049 5.78419 -11.56740  -0.16
C: 1.31575 5.44969 -12.33452  -0.08
C: 0.61219 4.30219 -12.00453  -0.08
C: 1.03525 3.53970 -10.92749  -0.07
C: 2.15092 3.96354 -10.22249  -0.14
H: 3.00504 6.67116 -11.78852  0.10
H: 1.01469 6.07085 -13.16819  0.10
H: -0.25682 4.00545 -12.58051  0.10
H: 0.51187 2.63750 -10.64007  0.09
H: 2.51813 3.40291 -9.37052  0.09
N: 3.27897 -6.36505 1.35508  0.05
C: 2.04681 -6.07838 1.79074  -0.15
C: 1.65342 -6.17996 3.11657  -0.07
C: 2.58704 -6.60651 4.04459  -0.08
C: 3.87074 -6.91204 3.61917  -0.07
C: 4.16367 -6.77340 2.27124  -0.16
H: 1.35009 -5.75175 1.02577  0.10
H: 0.64451 -5.93310 3.41256  0.07
H: 2.31919 -6.70087 5.08972  0.09
H: 4.62685 -7.24925 4.31660  0.10
H: 5.15484 -6.99674 1.89003  0.10



Formula: C36H35CdCl2F5N4O2S5SeSi2Te
Source: the Open Molecules 2025 dataset
Level of theory: wB97M-V/def2-TZVPD

Each line ends with the Löwdin charge.
Cartesian coordinates (Å):
Cd: 0.85283 -0.90369 1.76250  1.28
Cl: 5.80314 -5.94791 2.53357  0.60
C: 5.04780 -4.38403 2.34003  -0.69
C: 3.66832 -4.29893 2.45577  -0.06
C: 3.00475 -3.08310 2.31321  -0.21
N: 1.60992 -2.95293 2.35211  0.00
C: 0.81351 -3.88934 2.85868  -0.50
O: 1.09615 -4.93367 3.46115  -0.01
C: -0.67252 -3.61435 2.64420  -0.22
C: -1.59912 -4.32757 3.39243  -0.01
C: -2.94619 -4.09915 3.18216  -0.07
C: -3.32923 -3.16987 2.22595  -0.07
C: -2.33773 -2.50348 1.52986  -0.23
N: -1.03666 -2.72012 1.72379  0.01
C: 3.77182 -1.91173 2.04312  -0.21
C: 5.15654 -2.02328 1.93889  -0.05
C: 5.79091 -3.24790 2.08483  -0.69
Cl: 7.53304 -3.30572 1.95305  0.60
N: 3.06894 -0.72135 1.85107  -0.01
C: 3.64095 0.48098 1.88591  -0.49
O: 4.81769 0.78902 2.10197  0.00
C: 2.67263 1.63812 1.62821  -0.23
C: 3.19417 2.91419 1.48100  -0.01
C: 2.33350 3.96640 1.23132  -0.06
C: 0.96912 3.72204 1.15551  -0.06
C: 0.52923 2.42617 1.33340  -0.18
N: 1.35943 1.40944 1.56175  0.01
H: 3.09661 -5.18553 2.67627  0.09
H: -1.22879 -5.03519 4.12027  0.11
H: -3.69110 -4.62724 3.76557  0.10
H: -4.37092 -2.94894 2.03103  0.10
H: -2.58177 -1.73675 0.80687  0.05
H: 5.74107 -1.13721 1.75408  0.09
H: 4.26419 3.03587 1.55760  0.12
H: 2.71853 4.96827 1.08489  0.11
H: 0.25940 4.51384 0.95583  0.10
H: -0.52739 2.18142 1.32040  0.07
C: 2.83847 0.31317 -5.31343  -0.39
S: 1.07086 0.55767 -5.00609  0.76
C: 1.08232 2.15697 -4.30370  -1.04
C: 1.60343 2.48318 -3.08038  -1.22
S: 2.30591 1.49435 -1.88819  0.45
S: 1.50800 4.22034 -2.77109  0.86
C: 0.72572 4.75303 -4.20324  -1.55
S: 0.28907 6.33309 -4.49888  0.41
S: 0.44165 3.45925 -5.27993  0.86
H: 2.97556 -0.73739 -5.57431  0.03
H: 3.38025 0.52868 -4.39237  0.00
H: 3.18150 0.94606 -6.13098  0.03
F: 0.98764 5.06404 5.73920  0.10
C: 0.48149 3.93219 5.22677  -0.15
C: -0.84246 3.86699 4.85351  -0.15
F: -1.62464 4.94948 5.00594  0.10
C: -1.35274 2.69560 4.32174  -0.27
F: -2.64729 2.71654 3.96495  0.05
C: -0.58634 1.55152 4.13652  -0.57
Se: -1.30505 -0.01870 3.34111  0.61
C: 0.74170 1.65511 4.54586  -0.28
F: 1.57278 0.61202 4.45824  0.06
C: 1.27752 2.81660 5.07170  -0.15
F: 2.56113 2.87005 5.44702  0.11
C: -4.09175 1.55364 -2.94941  -0.19
Si: -3.26731 2.22672 -1.41271  0.36
C: -4.55530 3.13411 -0.39907  -0.18
C: -1.92225 3.38606 -1.94363  -0.18
C: -2.57324 0.85279 -0.36815  -0.59
Te: -0.92212 -0.14782 -1.32424  1.17
C: -2.25452 -1.63390 -2.12809  -0.58
Si: -1.48160 -2.74130 -3.41043  0.35
C: 0.29905 -3.06253 -2.98285  -0.19
C: -1.64610 -1.97177 -5.09880  -0.19
C: -2.42898 -4.35787 -3.43119  -0.19
H: -4.59817 2.36765 -3.47827  0.03
H: -4.83511 0.78277 -2.72152  0.03
H: -3.34747 1.12693 -3.63039  0.03
H: -4.87130 4.05776 -0.89498  0.03
H: -4.15923 3.39535 0.58748  0.03
H: -5.44146 2.50920 -0.24585  0.03
H: -2.31832 4.19637 -2.56496  0.05
H: -1.17876 2.83915 -2.53262  0.00
H: -1.39789 3.83673 -1.09382  0.03
H: -3.31417 0.08078 -0.14564  0.00
H: -2.23254 1.22951 0.59998  -0.04
H: -3.10119 -1.08904 -2.55573  0.00
H: -2.62341 -2.23743 -1.29549  -0.01
H: 0.89664 -2.15687 -3.14620  0.02
H: 0.72132 -3.86471 -3.59463  0.03
H: 0.40348 -3.34212 -1.92920  0.04
H: -1.26415 -0.94677 -5.10320  -0.02
H: -2.69583 -1.95111 -5.40966  0.03
H: -1.08020 -2.53920 -5.84445  0.03
H: -2.42631 -4.83723 -2.44642  0.03
H: -1.97959 -5.05600 -4.14676  0.03
H: -3.47146 -4.19650 -3.72733  0.03

Values from the calculation:
Total charge = -2
ΔE to the lowest compared entry with this formula, charge and spin = 0.488 eV



Frontier orbital gap values, unit eV, following the record order: 9.64 8.77 10.42 8.14 6.08.
HOMO values, unit eV, following the record order: -8.8308 -7.7182 -9.7225 -8.3748 -2.6358.
E_LUMO values, unit eV, following the record order: 0.8 1.0 0.7 -0.2 3.4.